Arrangement w

C27H25CdCl5N2P as an isolated structure, computed with the ωB97M-V functional and the def2-TZVPD basis.

The geometry in XYZ format:
```
61
Properties=species:S:1:pos:R:3:mulliken_charge:R:1
Cd 0.76091 1.49634 -1.03868 0.916
N 0.08121 1.27525 -3.25283 -0.613
C 0.39077 -0.01765 -3.92196 -0.422
C 1.86171 -0.24918 -4.05561 -0.644
C 2.75481 -0.37938 -2.80813 -0.243
N 2.80407 0.85009 -1.99712 -0.614
H -0.91399 1.44009 -3.34795 0.265
H 0.59103 2.02307 -3.73313 0.283
H -0.03131 -0.10183 -4.97447 0.342
H -0.13248 -0.80085 -3.34403 0.186
H 2.30665 0.54889 -4.69432 0.270
H 1.99194 -1.21361 -4.64695 0.344
H 3.77419 -0.65641 -3.11562 0.422
H 2.46700 -1.24303 -2.15436 0.007
H 3.21410 1.63212 -2.52262 0.232
H 3.42110 0.70749 -1.19112 0.264
Cl 3.13705 2.44167 1.02618 -0.229
C 1.67879 3.16452 1.45588 1.311
C 0.61352 3.01371 0.56750 -1.670
C -0.56754 3.69749 0.86618 0.984
Cl -1.77211 3.70040 -0.34153 -0.205
C -0.75555 4.39261 2.06787 -0.143
Cl -2.32051 4.95230 2.50342 -0.165
C 0.28651 4.40056 3.00234 0.497
Cl 0.02768 5.11687 4.53944 -0.175
C 1.55816 3.87145 2.67251 -0.224
Cl 2.90608 4.14944 3.64007 -0.169
C 2.75378 -3.78419 0.31282 -0.521
C 3.01542 -2.58736 0.95798 -1.071
C 2.08139 -1.54456 0.89101 -0.168
C 0.86667 -1.71193 0.20700 0.861
C 0.67759 -2.91130 -0.52707 -0.416
C 1.60456 -3.93714 -0.45696 -0.807
P -0.39842 -0.44582 0.22223 0.488
C -0.91568 -0.03421 1.94213 0.851
C -2.28679 0.13649 2.20237 -0.328
C -2.74640 0.51355 3.47279 -0.944
C -1.84156 0.60844 4.50489 -0.583
C -0.46258 0.44241 4.26062 -0.704
C 0.00163 0.13113 2.99376 -0.114
C -1.89327 -1.13092 -0.47638 -0.138
C -2.34823 -2.38968 -0.00810 -0.073
C -3.49868 -2.93653 -0.54412 -0.871
C -4.18794 -2.26149 -1.57555 -0.466
C -3.79163 -1.02159 -1.99797 -0.829
C -2.67134 -0.41505 -1.41970 0.080
H 3.40088 -4.63234 0.40566 0.434
H 3.92976 -2.49282 1.52051 0.491
H 2.38201 -0.60249 1.32444 0.304
H -0.18729 -2.99207 -1.19748 0.351
H 1.45928 -4.87144 -0.97763 0.446
H -3.03264 -0.06075 1.43574 0.317
H -3.80011 0.68494 3.69061 0.451
H -2.13344 0.82692 5.53054 0.388
H 0.24713 0.61393 5.05468 0.452
H 1.10511 0.01294 2.85352 0.057
H -1.74652 -2.85746 0.77805 0.526
H -3.87789 -3.89903 -0.19079 0.413
H -5.08800 -2.76717 -1.95365 0.384
H -4.34479 -0.50812 -2.76118 0.471
H -2.40578 0.61228 -1.67576 0.464
```

Computed properties:
Kohn-Sham gap   8.620 eV
HOMO energy   -10.949 eV
Charge   +1



Arrangement x

C27H25CdCl5N2P as an isolated structure, computed with the ωB97M-V functional and the def2-TZVPD basis.

The geometry in XYZ format:
```
61
Properties=species:S:1:pos:R:3:mulliken_charge:R:1
Cd -0.11221 1.21322 -0.17409 0.620
N 1.70969 2.00927 1.30895 -0.495
C 2.30291 3.26185 0.88662 -0.596
C 1.53897 4.50456 1.35558 -0.669
C 0.34856 4.88891 0.46431 -0.912
N -0.64279 3.75597 0.27223 -0.412
H 1.12666 2.05915 2.13018 0.268
H 2.34619 1.21902 1.48862 0.211
H 2.40368 3.37763 -0.22789 0.213
H 3.32148 3.33605 1.24778 0.444
H 2.28238 5.31912 1.35229 0.309
H 1.16773 4.41064 2.37597 0.362
H 0.72506 5.19219 -0.52308 0.395
H -0.18004 5.70793 0.90508 0.414
H -1.36737 4.14521 -0.34539 0.259
H -1.07206 3.59871 1.21253 0.259
Cl -2.94070 0.24336 1.52767 -0.145
C -3.25489 1.28199 0.14627 1.304
C -2.21253 1.65139 -0.66446 -1.861
C -2.41513 2.30362 -1.83095 0.876
Cl -1.07520 2.79382 -2.81867 -0.141
C -3.72388 2.69021 -2.19646 0.072
Cl -3.92449 3.70463 -3.60293 -0.177
C -4.80499 2.35578 -1.36289 0.457
Cl -6.37729 2.65163 -1.88428 -0.173
C -4.58039 1.64894 -0.16254 -0.116
Cl -5.90525 1.08889 0.77732 -0.160
C -3.56394 -2.72079 -0.60297 -0.629
C -2.84563 -2.32357 -1.73000 -0.565
C -1.53813 -2.03251 -1.63787 -0.624
C -0.87443 -2.14396 -0.39132 0.473
C -1.45178 -2.86749 0.60514 -0.412
C -2.81629 -3.04502 0.56150 -0.810
P 0.69645 -1.27647 -0.12834 0.833
C 1.84749 -1.97459 -1.32037 0.044
C 1.76157 -3.32389 -1.62355 0.197
C 2.48631 -3.84151 -2.68190 -0.643
C 3.37067 -3.04355 -3.39175 -0.469
C 3.47920 -1.68141 -3.09971 -0.528
C 2.66123 -1.13204 -2.14074 -0.430
C 1.25536 -1.79551 1.48466 0.767
C 2.59222 -2.16303 1.62340 -0.667
C 3.15318 -2.27709 2.88336 -0.534
C 2.43034 -2.04956 4.04581 -0.558
C 1.04803 -1.74885 3.91176 -0.611
C 0.45944 -1.69414 2.68398 -0.409
H -4.63371 -2.65848 -0.46132 0.462
H -3.35695 -2.28784 -2.71747 0.379
H -0.97110 -1.81872 -2.53321 0.490
H -0.81161 -3.35200 1.35824 0.676
H -3.31476 -3.54085 1.41028 0.372
H 1.04122 -3.97684 -1.08029 0.351
H 2.24045 -4.87552 -2.98832 0.344
H 3.89339 -3.43997 -4.22697 0.423
H 4.13953 -1.06096 -3.72960 0.377
H 2.75338 -0.06896 -1.89975 0.314
H 3.24378 -2.31780 0.73666 0.284
H 4.18764 -2.71576 2.96407 0.330
H 2.93874 -2.08603 5.03838 0.374
H 0.42635 -1.56344 4.78716 0.429
H -0.61175 -1.51552 2.63325 0.363
```

Computed properties:
Kohn-Sham gap   8.431 eV
HOMO energy   -11.219 eV
Charge   +1



Of them, the most stable is arrangement w and the least stable is arrangement x.



Arrangement w

One molecule with the formula C2H5P, computed with the ωB97M-V functional and the def2-TZVPD basis.

The geometry in XYZ format:
```
8
Properties=species:S:1:pos:R:3:mulliken_charge:R:1
C -0.01556 0.52372 1.38835 -0.498
C -0.02262 -0.32477 -1.16837 -0.943
P -0.23654 1.21015 -0.12094 0.005
H -0.14767 1.02167 2.30863 0.284
H 0.13788 -0.46970 1.72867 0.250
H -0.37893 -1.19685 -0.71272 0.311
H -0.43280 -0.15904 -2.11302 0.328
H 1.09624 -0.60519 -1.31059 0.263
```

Computed properties:
Kohn-Sham gap (spin up / spin down)   9.780 / 9.780 eV
SMILES   C=PC
HOMO energy (spin up / spin down)   -9.401 / -9.400 eV
Charge   0



Arrangement x

A 2-piece molecular cluster, C2H5P overall, computed with the ωB97M-V functional and the def2-TZVPD basis.

The geometry in XYZ format:
```
8
Properties=species:S:1:pos:R:3:mulliken_charge:R:1
C 0.23452 0.23170 -0.63768 -0.387
C 0.32190 -0.54520 0.64717 -0.667
P -1.36359 -0.36040 -0.05373 -0.048
H 0.41431 1.27798 -0.59704 0.261
H 0.71278 -0.15838 -2.00927 0.212
H 0.66481 -1.55520 0.57013 0.295
H 0.57916 0.16996 1.33262 0.317
H -1.56390 0.93954 0.74780 0.017
```

Computed properties:
Kohn-Sham gap   10.938 eV
HOMO energy   -9.860 eV
Charge   0



Of them, the most stable is arrangement w and the least stable is arrangement x.